Entry 1:
36
Properties=species:S:1:pos:R:3:mulliken_charge:R:1 method="wB97M-V/def2-TZVPD" smiles=CCCc1cc(-c2ccc(C)c(C(F)(F)F)c2)nc(C#N)n1 homo_ev=-9.3680 gap_ev=9.01 total_energy_ha=-1081.9199
C 1.5088 0.4826 -3.9615 -1.10
C 2.6604 -0.4339 -4.0325 -0.35
C 2.6074 -1.4542 -2.8347 -0.66
C 2.3627 -0.6475 -1.5838 0.10
C 1.0598 -0.6640 -1.1100 0.02
C 0.8132 -0.1632 0.1048 0.89
C -0.4466 -0.3305 0.8254 0.19
C -1.6929 -0.3237 0.1323 -0.86
C -2.9337 -0.0909 0.6462 -1.35
C -3.0888 0.1711 2.0305 1.19
C -4.5014 0.4560 2.4635 -1.42
C -1.9226 0.0960 2.8059 0.27
C -1.9864 0.1508 4.3629 0.90
F -2.1688 -1.1626 4.8397 -0.24
F -0.7681 0.6735 4.7920 -0.28
F -2.9257 1.0777 4.6557 -0.24
C -0.6328 -0.0467 2.2322 -0.70
N 1.7022 0.5399 0.7287 -0.58
C 2.9528 0.5795 0.2042 0.22
C 3.8703 1.5106 0.7920 0.21
N 4.6084 2.3106 1.2518 -0.46
N 3.2963 0.0435 -0.9517 -0.62
H 1.4217 1.1564 -4.7881 0.42
H 0.4819 -0.0141 -3.9023 0.20
H 1.6036 1.2159 -3.1948 0.33
H 2.6255 -1.1289 -4.9342 0.29
H 3.6052 0.1107 -4.0150 0.29
H 3.6635 -1.8532 -2.7400 0.30
H 1.8563 -2.2787 -3.1140 0.32
H 0.2688 -1.2247 -1.6403 0.44
H -1.5997 -0.3328 -0.8977 0.40
H -3.7807 0.0478 0.0268 0.35
H -5.2823 0.3328 1.6906 0.35
H -4.6147 1.4518 3.0150 0.26
H -4.8246 -0.2876 3.2034 0.33
H 0.2009 0.0301 2.8968 0.56



Entry 2:
37
Properties=species:S:1:pos:R:3:mulliken_spin:R:1 method="wB97M-V/def2-TZVPD" homo_ev="-3.7756 / -4.4023" gap_ev="6.51 / 6.38" total_energy_ha=-4111.2441 total_charge=-1 multiplicity=5
Rh -0.2714 0.0120 1.0427 2.21
C 3.8828 0.4501 -0.1898 0.03
C 2.4076 0.7631 -0.1542 0.08
N 1.5405 -0.2048 -0.1412 0.05
N 1.9946 -1.4852 -0.2659 0.02
C 1.1496 -2.4290 -0.0391 -0.01
S -0.4987 -2.3451 0.4552 0.21
S 1.7610 -4.0780 -0.2937 0.01
C 2.8953 -3.7664 -1.7018 0.00
C 2.1505 -3.2118 -2.8862 0.00
C 1.1119 -3.9326 -3.4726 0.00
C 0.3769 -3.3880 -4.5118 0.00
C 0.6698 -2.1127 -4.9769 0.00
C 1.7129 -1.3971 -4.4126 0.00
C 2.4487 -1.9440 -3.3704 0.00
C 1.9766 2.1497 -0.1235 -0.08
C 2.9539 3.1602 -0.0632 -0.01
C 2.6393 4.4977 -0.0072 0.01
C 1.2957 4.8825 -0.0116 0.00
C 0.3073 3.9350 -0.0800 0.03
C 0.5893 2.5440 -0.1355 0.07
O -0.4006 1.7190 -0.2192 0.11
H 4.0209 -0.6261 -0.1910 0.00
H 4.3687 0.8682 0.6926 0.00
H 4.3550 0.8705 -1.0796 0.00
H 3.3452 -4.7358 -1.9207 0.00
H 3.6584 -3.0751 -1.3543 0.00
H 0.8712 -4.9140 -3.0828 0.00
H -0.4366 -3.9496 -4.9542 0.00
H 0.0686 -1.6670 -5.7598 0.00
H 1.9472 -0.4036 -4.7742 0.00
H 3.2471 -1.3762 -2.9086 0.00
H 4.0004 2.8868 -0.0557 0.00
H 3.4265 5.2389 0.0548 0.00
H 1.0350 5.9335 0.0468 0.00
H -0.7383 4.2169 -0.0733 0.00
Se 0.4529 0.1244 3.2224 1.30



Entry 3:
37
Properties=species:S:1:pos:R:3:mulliken_charge:R:1 method="wB97M-V/def2-TZVPD" smiles="Cn1nnc2cc(C(=O)NCc3ccc4c(c3)OCO4)ccc21" homo_ev=-8.1142 gap_ev=8.54 total_energy_ha=-1062.8412
C 6.7649 1.0427 -0.2019 -0.94
N 5.3531 1.1871 -0.0194 0.58
N 4.7941 2.3760 0.2349 -0.65
N 3.5380 2.2683 0.3561 -0.52
C 3.1905 0.9608 0.1853 0.24
C 1.9570 0.3141 0.2224 -1.00
C 1.9539 -1.0506 0.0102 0.66
C 0.6918 -1.8510 -0.0025 0.56
O 0.5507 -2.8301 -0.7102 -0.65
N -0.2594 -1.4270 0.8616 -0.16
C -1.5843 -2.0105 0.9028 -1.16
C -2.6085 -1.0674 0.3237 0.53
C -2.5302 -0.7260 -1.0190 -0.44
C -3.4239 0.1650 -1.6053 -1.02
C -4.3972 0.6963 -0.7940 1.03
C -4.4818 0.3590 0.5574 0.88
C -3.5977 -0.5146 1.1408 -1.21
O -5.5334 1.0262 1.1280 -0.49
C -6.1133 1.7906 0.0924 -0.23
O -5.3949 1.5821 -1.1041 -0.48
C 3.1471 -1.7530 -0.2586 -0.62
C 4.3731 -1.1366 -0.2948 -0.78
C 4.3835 0.2353 -0.0635 0.83
H 7.1796 0.3659 0.5478 0.31
H 6.9827 0.6499 -1.1970 0.31
H 7.2143 2.0276 -0.0925 0.35
H 1.0563 0.8870 0.3782 0.44
H -0.1062 -0.5909 1.4015 0.22
H -1.8374 -2.2656 1.9358 0.41
H -1.5270 -2.9262 0.3071 0.36
H -1.7542 -1.1693 -1.6242 0.49
H -3.3623 0.4266 -2.6479 0.43
H -3.6747 -0.7659 2.1859 0.38
H -6.0814 2.8588 0.3607 0.24
H -7.1624 1.4841 -0.0488 0.24
H 3.0625 -2.8129 -0.4439 0.45
H 5.2803 -1.6842 -0.4976 0.41



Entry 4:
40
Properties=species:S:1:pos:R:3:mulliken_charge:R:1 method="wB97M-V/def2-TZVPD" homo_ev=-11.7219 gap_ev=7.37 total_energy_ha=-1554.5650 total_charge=+1
N 0.9829 1.0160 4.5333 -0.31
C 1.0290 2.2149 3.9077 0.17
N 2.1046 2.9325 3.6068 -0.42
C 1.6649 4.0186 2.9967 0.07
N 0.3407 4.0176 2.9093 -0.15
N -0.0984 2.8714 3.5007 0.32
P -1.8057 2.4576 3.6578 0.85
O -1.9724 1.5831 4.7957 -0.60
O -2.4752 3.8789 3.7565 -0.52
O -2.2431 1.9640 2.2449 -0.34
H 1.1602 0.1668 4.0284 0.23
H 0.6939 0.9665 5.4945 0.24
H 2.2682 4.8203 2.6038 0.44
H -0.2755 4.7042 2.4958 0.25
H -2.0353 4.4348 4.4169 0.38
H -1.5234 1.5920 1.7118 0.35
C 2.5213 -2.9038 -4.9908 -0.49
C 2.6570 -1.5222 -5.0696 -0.49
C 1.9312 -0.7025 -4.2226 -0.58
C 1.0579 -1.2620 -3.2986 0.24
C 0.9085 -2.6512 -3.2317 0.15
C 1.6496 -3.4678 -4.0749 -0.57
C -0.0468 -3.2795 -2.2763 0.58
O -0.1734 -4.4805 -2.2027 -0.63
C -0.8564 -2.3745 -1.4031 0.25
C -1.7918 -2.9285 -0.5347 -0.52
C -2.5402 -2.1092 0.2919 -0.75
C -2.3543 -0.7302 0.2503 -0.41
C -1.4312 -0.1754 -0.6176 -0.90
C -0.6782 -0.9940 -1.4486 0.26
C 0.2995 -0.3667 -2.3868 0.62
O 0.4614 0.8369 -2.3895 -0.67
H 3.0950 -3.5414 -5.6496 0.41
H 3.3314 -1.0857 -5.7935 0.41
H 2.0330 0.3723 -4.2736 0.46
H 1.5342 -4.5405 -4.0094 0.49
H -1.9235 -4.0013 -0.5158 0.50
H -3.2672 -2.5398 0.9668 0.42
H -2.9452 -0.0890 0.8920 0.61
H -1.2871 0.8974 -0.6724 0.68



Entry 5:
38
Properties=species:S:1:pos:R:3:mulliken_charge:R:1 method="wB97M-V/def2-TZVPD" homo_ev=-7.9020 gap_ev=7.90 total_energy_ha=-1419.6870
C -3.3880 1.1378 0.3112 -0.76
N -2.1818 1.6028 0.6022 0.25
C -1.1526 2.0201 -0.2373 0.10
N -0.1498 2.6259 0.3551 -0.26
C -0.5240 2.5024 1.5196 -0.45
C -1.6394 2.0062 1.8588 -0.27
H -2.2102 1.7966 2.8224 0.38
H 0.3772 2.7361 2.3206 0.21
S -1.2079 2.1134 -2.1011 -0.15
C 0.4682 2.0835 -2.3528 -0.66
C 1.4145 1.0889 -1.3809 -0.09
N 0.7173 0.0925 -1.1326 -0.24
C 1.0730 -0.6407 -0.2705 0.83
N 0.8282 -1.8319 0.5651 1.29
N 1.7023 -2.2846 1.2191 -1.67
C 2.7712 -1.3885 1.3504 -0.49
C 2.3830 -0.3883 0.3540 -0.09
C 3.2452 0.7631 -0.0873 -0.06
O 4.4285 0.8869 0.0979 -0.67
N 2.5341 1.4711 -0.9292 0.10
H 2.9343 2.3125 -1.4615 0.35
H 3.7800 -1.6054 1.9733 0.33
C -0.3999 -2.4157 0.5191 1.16
C -1.4046 -1.8245 -0.2578 -0.26
C -2.5677 -2.6625 -0.6398 -0.87
C -3.0191 -3.6634 0.4038 -0.47
C -2.1721 -3.9694 1.2134 -0.43
C -0.6503 -3.5822 1.2869 -0.77
H 0.0196 -3.6976 2.0213 0.54
H -2.2719 -4.8823 1.9622 0.20
H -3.8772 -4.1301 0.3423 0.64
H -3.4784 -2.1347 -1.2447 0.25
H -1.2415 -1.1057 -1.0314 0.50
H 0.5329 1.8594 -3.4347 0.40
H 0.8749 3.1672 -2.2329 0.28
H -3.2150 0.8146 -0.7677 0.22
H -4.1729 1.7763 0.2866 0.31
H -3.5062 0.2962 1.0316 0.34



Entry 6:
42
Properties=species:S:1:pos:R:3:mulliken_spin:R:1 method="wB97M-V/def2-TZVPD" homo_ev="-11.5742 / -11.7848" gap_ev="7.42 / 5.72" total_energy_ha=-6418.0749 total_charge=+1 multiplicity=5
Os 8.3471 12.9879 3.6135 3.23
O 7.0248 14.6716 3.6177 0.02
C 7.2890 16.0228 3.0077 0.02
C 8.0783 16.9850 3.8521 0.00
N 9.4333 16.6480 4.1227 0.02
C 9.7747 16.2293 5.4829 0.00
C 9.0833 14.9379 5.7094 0.00
O 7.8792 14.9337 6.0318 0.02
O 9.6982 13.8431 5.3040 0.21
C 10.3881 16.4405 3.1058 0.01
C 10.6826 15.0230 2.7297 0.01
O 11.7661 14.6279 2.4778 0.02
O 9.5209 14.1358 2.6226 0.23
H 7.0213 14.8245 4.6109 0.00
H 7.8474 15.7964 2.0982 0.00
H 6.3029 16.4115 2.7689 0.00
H 7.9941 17.9253 3.2872 0.00
H 7.5490 17.1528 4.7940 0.00
H 10.8649 16.1649 5.5653 0.00
H 9.4589 16.9974 6.1824 0.00
H 10.0877 16.9646 2.1985 0.00
H 11.3688 16.8687 3.3587 0.00
C 11.5645 11.8361 3.5226 0.04
C 10.5362 10.7619 3.5732 -0.02
C 10.8976 9.3966 3.5539 -0.02
C 9.9441 8.4088 3.6158 0.04
C 8.5821 8.7409 3.7472 -0.02
C 7.5120 7.8348 3.8892 0.06
Br 7.8267 5.9895 3.8275 0.01
C 6.2209 8.2971 4.0398 -0.04
C 5.9359 9.6562 4.1196 0.05
Br 4.1805 10.2792 4.3572 0.01
C 6.9744 10.6042 4.0235 0.04
O 6.8498 11.9270 4.1390 0.09
C 8.2771 10.1049 3.7991 -0.06
N 9.2284 11.0874 3.6633 0.05
H 12.5578 11.3990 3.6349 0.00
H 11.3825 12.5705 4.3090 -0.01
H 11.5364 12.3874 2.5809 0.00
H 11.9449 9.1455 3.5211 0.00
H 10.2293 7.3714 3.5857 0.00
H 5.4229 7.5846 4.1129 0.00



Entry 7:
38
Properties=species:S:1:pos:R:3:mulliken_charge:R:1 method="wB97M-V/def2-TZVPD" homo_ev=-3.3361 gap_ev=6.11 total_energy_ha=-3946.5243 total_charge=-1
C -4.8991 -0.6303 -3.0773 -1.38
C -3.4415 -0.5278 -2.7202 0.92
C -2.9061 0.7450 -2.4663 -0.61
C -1.6082 0.8707 -1.9705 -0.22
C -0.7725 -0.2463 -1.7904 -0.05
C 0.6977 0.0803 -1.4546 0.94
C 1.6898 -0.7889 -2.1477 -1.54
N 2.9768 -0.2841 -2.2268 1.02
O 3.8211 -0.8359 -2.9798 -0.82
O 3.2747 0.7202 -1.5246 -0.75
C -1.2380 -1.4939 -2.2405 -0.40
C -2.5739 -1.6302 -2.6800 -0.87
H -5.2083 -1.6695 -3.1936 0.36
H -5.4995 -0.1459 -2.2970 0.31
H -5.1773 -0.1229 -4.0102 0.30
H -3.4920 1.6548 -2.6488 0.32
H -1.1746 1.8542 -1.7510 0.29
H 0.8551 1.1260 -1.7611 0.33
H 1.3865 -1.4726 -2.9201 0.41
H -0.5607 -2.3544 -2.2746 0.35
H -2.9537 -2.5977 -3.0221 0.27
Br 1.7604 -1.9828 0.1973 -0.13
C 1.2523 -0.0650 -0.0374 -0.90
S 0.2605 0.5367 1.3268 1.58
C 1.2925 0.5652 2.8105 0.12
C 1.3429 -0.5511 3.6417 -0.31
C 1.9348 -0.4717 4.9026 -0.64
C 2.5087 0.7146 5.3551 -0.37
C 2.5128 1.8150 4.4973 -0.57
C 1.9180 1.7460 3.2329 -0.20
O 0.0310 1.9312 0.9994 -0.71
O -0.8178 -0.3846 1.5960 -0.66
H 2.1494 0.5679 0.0173 0.84
H 0.9139 -1.4849 3.3008 0.37
H 1.9256 -1.3413 5.5502 0.34
H 2.9278 0.7903 6.3623 0.36
H 2.9632 2.7499 4.8257 0.34
H 1.9279 2.6136 2.5789 0.38



Entry 8:
41
Properties=species:S:1:pos:R:3:mulliken_charge:R:1 method="wB97M-V/def2-TZVPD" homo_ev=-1.9021 gap_ev=6.07 total_energy_ha=-11986.5664 total_charge=-2
Pd -1.8698 -0.1046 2.3635 0.13
Cl 0.7348 0.5792 1.9163 -0.09
C 1.6052 -0.8775 1.5569 0.89
C 2.9799 -0.7628 1.4524 -0.79
C 3.7536 -1.8755 1.1634 -0.42
C 3.1221 -3.0961 0.9871 -0.69
C 1.7469 -3.1855 1.1004 0.29
Cl 1.0484 -4.7628 0.8293 -0.22
C 0.9004 -2.0912 1.3886 -0.42
S -0.8157 -2.2847 1.5251 -0.16
H 3.4336 0.2087 1.5993 0.38
H 4.8295 -1.7934 1.0796 0.36
H 3.6867 -3.9898 0.7566 0.38
C 1.8255 2.8754 -0.9735 -1.61
C 0.8243 1.7883 -1.2544 0.66
C -0.5341 2.0536 -1.2456 -0.78
C -1.4828 1.0574 -1.4603 0.56
C -2.9297 1.4302 -1.3335 -1.20
C -1.0319 -0.2569 -1.6861 0.75
C -1.9471 -1.4142 -1.8671 -0.35
O -3.0760 -1.3846 -2.3062 -0.56
C 0.3459 -0.5384 -1.7063 1.40
C 0.8693 -1.9283 -1.9675 -2.05
C 1.2512 0.4883 -1.4978 -0.47
H 1.3437 3.7395 -0.5169 0.38
H 2.3173 3.2071 -1.8925 0.35
H 2.6014 2.5184 -0.2932 0.27
H -0.8873 3.0515 -1.0076 0.29
H -3.0537 2.5104 -1.3974 0.41
H -3.2792 1.1408 -0.3373 0.03
H -3.5472 0.9279 -2.0671 0.35
H -1.4818 -2.3927 -1.6614 0.35
H 0.5130 -2.6319 -1.2150 0.26
H 1.9596 -1.9270 -1.9369 0.31
H 0.5545 -2.3047 -2.9439 0.50
H 2.3134 0.2626 -1.4944 0.21
Se -5.4736 3.2976 4.9374 -0.71
Sb -3.8629 2.6126 3.2792 0.77
Se -1.8330 1.3895 4.2012 -0.46
Se -4.2079 0.2684 2.3697 -0.57
Se -3.2465 4.1953 1.5555 -0.70



Please write out number 3 again, unchanged.
37
Properties=species:S:1:pos:R:3:mulliken_charge:R:1 method="wB97M-V/def2-TZVPD" smiles="Cn1nnc2cc(C(=O)NCc3ccc4c(c3)OCO4)ccc21" homo_ev=-8.1142 gap_ev=8.54 total_energy_ha=-1062.8412
C 6.7649 1.0427 -0.2019 -0.94
N 5.3531 1.1871 -0.0194 0.58
N 4.7941 2.3760 0.2349 -0.65
N 3.5380 2.2683 0.3561 -0.52
C 3.1905 0.9608 0.1853 0.24
C 1.9570 0.3141 0.2224 -1.00
C 1.9539 -1.0506 0.0102 0.66
C 0.6918 -1.8510 -0.0025 0.56
O 0.5507 -2.8301 -0.7102 -0.65
N -0.2594 -1.4270 0.8616 -0.16
C -1.5843 -2.0105 0.9028 -1.16
C -2.6085 -1.0674 0.3237 0.53
C -2.5302 -0.7260 -1.0190 -0.44
C -3.4239 0.1650 -1.6053 -1.02
C -4.3972 0.6963 -0.7940 1.03
C -4.4818 0.3590 0.5574 0.88
C -3.5977 -0.5146 1.1408 -1.21
O -5.5334 1.0262 1.1280 -0.49
C -6.1133 1.7906 0.0924 -0.23
O -5.3949 1.5821 -1.1041 -0.48
C 3.1471 -1.7530 -0.2586 -0.62
C 4.3731 -1.1366 -0.2948 -0.78
C 4.3835 0.2353 -0.0635 0.83
H 7.1796 0.3659 0.5478 0.31
H 6.9827 0.6499 -1.1970 0.31
H 7.2143 2.0276 -0.0925 0.35
H 1.0563 0.8870 0.3782 0.44
H -0.1062 -0.5909 1.4015 0.22
H -1.8374 -2.2656 1.9358 0.41
H -1.5270 -2.9262 0.3071 0.36
H -1.7542 -1.1693 -1.6242 0.49
H -3.3623 0.4266 -2.6479 0.43
H -3.6747 -0.7659 2.1859 0.38
H -6.0814 2.8588 0.3607 0.24
H -7.1624 1.4841 -0.0488 0.24
H 3.0625 -2.8129 -0.4439 0.45
H 5.2803 -1.6842 -0.4976 0.41